1.
Here is a molecular structure, C23H50AsF12O19S5 from the OMol25 dataset. Energies are from ωB97M-V/def2-TZVPD.

Calculated values
E_LUMO = 0.0643 hartree
frontier orbital gap = 0.4051 Ha
E = -211191.9340 eV

Geometry as ORCA input:
```
! wB97M-V def2-TZVPD RIJCOSX def2/J DEFGRID3
* xyz -1 1
As -0.24 -0.53 0.13
F -1.78 -0.11 -0.73
F 0.47 1.06 -0.33
F 1.25 -0.96 1.04
F -1.00 -2.12 0.51
F 0.34 -1.14 -1.48
F -0.84 0.06 1.68
O 4.82 2.50 3.80
S 3.65 2.40 4.67
O 3.78 2.63 6.10
O 2.55 3.46 4.04
C 2.32 3.46 2.65
C 0.79 3.33 2.44
C 2.75 0.81 4.24
H 2.85 2.63 2.18
H 2.71 4.38 2.20
H 0.34 2.34 2.44
H 0.50 3.73 1.47
H 0.22 3.88 3.19
H 3.19 -0.05 4.74
H 2.90 0.82 3.16
H 1.70 0.84 4.53
O 4.52 -4.29 -4.42
S 4.31 -4.18 -3.00
O 5.25 -4.84 -2.06
O 4.13 -2.61 -2.66
C 3.72 -2.29 -1.33
C 4.00 -0.85 -1.00
C 2.61 -4.84 -2.71
H 4.30 -2.82 -0.57
H 2.64 -2.45 -1.34
H 5.03 -0.80 -0.63
H 3.40 -0.50 -0.16
H 3.90 -0.17 -1.84
H 2.46 -4.92 -1.63
H 2.54 -5.87 -3.05
H 1.80 -4.32 -3.22
O -3.72 1.27 -4.96
S -3.25 0.13 -4.24
O -4.14 -0.52 -3.29
O -2.59 -0.99 -5.29
C -2.26 -2.31 -4.77
C -1.94 -3.19 -6.00
C -1.73 0.72 -3.42
H -3.00 -2.80 -4.14
H -1.37 -2.32 -4.13
H -2.92 -3.53 -6.34
H -1.33 -4.04 -5.69
H -1.43 -2.66 -6.80
H -1.32 -0.20 -3.00
H -2.04 1.42 -2.65
H -1.13 1.15 -4.22
O 1.91 5.95 -0.41
S 2.26 6.28 -1.80
O 3.26 7.24 -2.14
O 2.66 4.87 -2.53
C 1.92 3.69 -2.25
C 2.48 2.69 -3.29
C 0.72 6.65 -2.80
H 0.87 3.94 -2.40
H 1.79 3.42 -1.21
H 1.67 1.96 -3.43
H 3.37 2.25 -2.86
H 2.69 3.12 -4.27
H 0.97 6.89 -3.83
H 0.20 7.43 -2.25
H 0.06 5.78 -2.76
O -6.05 -2.89 0.02
S -6.09 -1.58 0.63
O -7.31 -0.77 0.53
O -5.66 -1.64 2.24
C -4.65 -2.53 2.54
C -5.13 -3.38 3.73
C -4.76 -0.52 0.03
H -3.76 -1.97 2.83
H -4.34 -3.24 1.78
H -5.98 -4.04 3.54
H -5.37 -2.76 4.59
H -4.36 -4.12 3.94
H -4.26 -0.08 0.90
H -5.26 0.33 -0.44
H -4.16 -1.16 -0.61
C 2.28 -3.00 4.21
C 3.31 -4.08 3.94
O 3.11 -4.98 5.07
C 3.99 -5.97 5.32
O 5.06 -6.20 4.75
C 3.51 -6.88 6.42
F 2.22 -6.79 6.66
F 3.80 -8.12 6.11
F 4.22 -6.60 7.54
H 2.34 -2.48 5.16
H 1.28 -3.44 4.23
H 2.35 -2.33 3.35
H 4.27 -3.59 3.81
H 3.16 -4.58 2.98
C -3.12 2.90 1.18
C -2.87 3.00 -0.35
O -3.73 4.04 -0.86
C -3.38 4.74 -1.95
O -2.36 4.56 -2.59
C -4.37 5.86 -2.43
F -5.23 6.24 -1.43
F -3.58 6.84 -2.88
F -5.10 5.35 -3.45
H -2.59 2.05 1.61
H -4.19 2.83 1.35
H -2.75 3.75 1.75
H -3.20 2.08 -0.85
H -1.87 3.19 -0.72
*
```


2.
Here is 5 unconnected molecules or ions with the total composition C23H50Cl4N4 from the OMol25 dataset. Energies are from ωB97M-V/def2-TZVPD.

Calculated values
E_LUMO = 0.0168 hartree
frontier orbital gap = 0.3190 Ha
E = -80710.4084 eV
SMILES string = ClC(Cl)(Cl)Cl.c1cc[nH]c1.CCN(CC)CC.CCN(CC)CC.CCN(CC)CC

Geometry as ORCA input:
```
! wB97M-V def2-TZVPD RIJCOSX def2/J DEFGRID3
* xyz 0 1
Cl 0.25 -1.83 1.43
C 0.02 -1.37 -0.23
Cl -0.80 0.17 -0.35
Cl 1.57 -1.26 -1.07
Cl -0.94 -2.61 -1.06
C -2.13 -4.26 3.19
C -1.32 -4.98 4.11
C -0.75 -4.08 4.97
N -1.17 -2.83 4.59
C -2.02 -2.93 3.53
H -2.64 -4.62 2.32
H -1.14 -6.04 4.13
H 0.00 -4.19 5.73
H -0.86 -1.96 4.97
H -2.43 -2.08 3.02
C -1.66 -0.36 -3.75
C -1.38 0.11 -5.17
N -1.21 1.55 -5.24
C -1.34 2.07 -6.60
C -0.29 1.61 -7.61
C -0.01 1.98 -4.54
C 0.03 3.48 -4.27
H -0.73 -0.64 -3.25
H -2.24 -1.28 -3.69
H -2.11 0.44 -3.16
H -0.56 -0.45 -5.64
H -2.26 -0.15 -5.78
H -2.34 1.76 -6.94
H -1.35 3.16 -6.55
H -0.64 1.79 -8.63
H 0.67 2.10 -7.46
H -0.15 0.53 -7.59
H 0.91 1.66 -5.05
H 0.03 1.44 -3.59
H -0.74 3.74 -3.54
H -0.22 4.07 -5.14
H 1.00 3.81 -3.90
C -0.51 5.21 -0.24
C -1.82 5.94 -0.49
N -2.94 5.35 0.26
C -4.03 6.34 0.34
C -3.81 7.33 1.47
C -3.39 4.11 -0.40
C -2.93 2.85 0.37
H -0.42 5.01 0.83
H 0.33 5.80 -0.59
H -0.52 4.24 -0.75
H -1.74 7.00 -0.24
H -2.04 5.90 -1.57
H -4.14 6.89 -0.61
H -4.97 5.82 0.50
H -3.05 8.07 1.25
H -4.75 7.83 1.71
H -3.52 6.78 2.37
H -2.95 4.06 -1.40
H -4.47 4.09 -0.45
H -1.98 3.08 0.88
H -2.72 2.03 -0.32
H -3.61 2.56 1.16
C 4.67 -5.09 5.20
C 5.06 -4.32 3.93
N 4.15 -4.45 2.80
C 4.13 -5.78 2.22
C 5.48 -6.30 1.79
C 2.77 -4.04 3.08
C 2.64 -2.68 3.72
H 5.48 -4.99 5.94
H 4.65 -6.16 4.98
H 3.74 -4.75 5.64
H 5.16 -3.25 4.15
H 6.04 -4.65 3.59
H 3.71 -6.52 2.93
H 3.44 -5.81 1.38
H 6.10 -6.65 2.61
H 5.33 -7.17 1.14
H 6.04 -5.55 1.22
H 2.22 -4.82 3.64
H 2.27 -3.99 2.11
H 3.28 -2.52 4.59
H 1.62 -2.44 4.02
H 2.98 -1.90 3.02
*
```


3.
Here is a molecular structure, C23H50HfN2O2P2 from the OMol25 dataset. Energies are from ωB97M-V/def2-TZVPD.

Calculated values
E_LUMO (spin up / spin down) = -0.5778 / -0.5778 hartree
frontier orbital gap (spin up / spin down) = 0.1946 / 0.1946 Ha
E = -51572.2556 eV

Geometry as ORCA input:
```
! wB97M-V def2-TZVPD RIJCOSX def2/J DEFGRID3
* xyz 4 1
Hf -0.02 -0.11 -0.11
C 0.54 1.19 1.67
O 0.83 2.11 2.41
C -2.11 0.29 -0.01
O -3.23 0.58 0.22
P 0.17 2.32 -1.15
C -0.02 2.17 -3.00
H -0.19 3.20 -3.32
C -1.25 3.47 -0.71
H -2.04 2.74 -0.47
C 1.73 3.33 -1.09
H 2.46 2.65 -1.56
C 1.48 -3.50 1.40
P 0.02 -2.70 0.59
H -0.46 -4.30 -1.11
H 2.27 -3.41 0.64
C -1.41 -3.62 1.36
H -1.23 -4.68 1.11
C -0.97 4.29 0.54
H -1.93 4.70 0.90
H -0.32 5.15 0.34
H -0.54 3.70 1.36
C -1.75 4.37 -1.84
H -0.96 5.04 -2.21
H -2.55 5.01 -1.44
H -2.17 3.81 -2.68
C 1.67 4.62 -1.92
H 1.36 4.48 -2.96
H 2.69 5.04 -1.95
H 1.03 5.38 -1.45
C 2.25 3.66 0.30
H 3.23 4.15 0.20
H 2.39 2.77 0.92
H 1.60 4.36 0.83
C 1.28 1.69 -3.68
H 1.86 2.55 -4.04
H 1.04 1.06 -4.55
H 1.93 1.10 -3.02
C -1.23 1.33 -3.43
H -1.03 0.25 -3.34
H -1.42 1.53 -4.50
H -2.14 1.57 -2.87
C 1.26 -5.00 1.68
H 0.90 -5.53 0.79
H 0.55 -5.17 2.49
H 2.21 -5.45 1.97
C 1.91 -2.69 2.62
H 1.01 -1.77 3.05
C -1.01 -2.37 -1.96
H 2.79 -2.08 2.37
H 2.13 -3.33 3.49
C 1.35 -3.32 -1.82
H -0.82 -1.27 -1.78
H -0.87 -2.53 -3.03
H -2.07 -2.58 -1.74
C -0.05 -3.28 -1.17
H 1.25 -3.30 -2.91
H 1.87 -4.24 -1.54
H 1.98 -2.46 -1.53
C -2.75 -3.20 0.75
H -2.88 -2.11 0.72
H -3.57 -3.61 1.36
H -2.88 -3.59 -0.27
C -1.45 -3.47 2.88
H -1.59 -2.42 3.17
H -0.55 -3.83 3.38
H -2.30 -4.04 3.28
H 1.17 -0.67 -1.38
H 1.00 0.19 -1.60
C -1.04 0.78 4.46
N -0.01 -0.27 4.37
C 0.42 -0.92 5.60
C 0.36 -0.73 3.21
N 0.08 -0.09 2.06
H -1.10 1.06 5.52
H -2.02 0.40 4.13
H -0.76 1.65 3.87
H 0.10 -1.97 5.61
H 1.52 -0.90 5.67
H -0.02 -0.39 6.45
*
```


4.
Here is a molecular structure, C23H50N2O2P3Pd from the OMol25 dataset. Energies are from ωB97M-V/def2-TZVPD.

Calculated values
E_LUMO (spin up / spin down) = -0.3318 / -0.4618 hartree
frontier orbital gap (spin up / spin down) = 0.2898 / 0.1586 Ha
E = -63052.4069 eV

Geometry as ORCA input:
```
! wB97M-V def2-TZVPD RIJCOSX def2/J DEFGRID3
* xyz 3 5
Pd -0.23 0.89 0.53
P 1.15 2.48 -0.63
C 0.31 4.07 -0.82
C -1.14 3.81 -1.10
N -1.68 2.68 -0.61
C -3.01 2.55 -0.49
C -3.87 3.47 -1.12
C -3.32 4.57 -1.82
C -1.92 4.74 -1.78
C -3.55 1.50 0.44
P -2.18 1.02 1.62
H -1.42 5.53 -2.36
H -4.97 3.35 -0.94
H -3.98 5.31 -2.31
H -4.44 1.88 0.97
H -3.86 0.62 -0.13
H 0.33 4.49 0.19
H 0.78 4.67 -1.61
H 0.38 4.52 2.07
O 0.10 5.28 1.26
H 0.77 6.01 1.11
H 0.29 2.22 1.94
O 0.60 3.33 2.53
H 0.84 3.44 3.48
C -2.37 2.39 2.83
H -3.42 2.57 3.14
H -1.78 2.14 3.72
H -1.96 3.32 2.42
C -3.02 -0.30 2.57
H -2.32 -0.70 3.32
H -3.91 0.05 3.11
H -3.33 -1.14 1.94
C 1.81 1.86 -2.19
H 2.37 2.63 -2.76
H 2.50 1.05 -1.92
H 1.01 1.44 -2.81
C 2.65 2.90 0.33
H 3.26 1.98 0.39
H 3.20 3.70 -0.22
H 2.34 3.23 1.34
C -0.05 -2.15 2.19
C 1.22 -2.30 1.34
C 2.17 -1.16 1.80
C 1.88 -3.65 1.64
P 0.80 -2.06 -0.45
N 0.49 -0.50 -0.69
C 2.21 -2.50 -1.58
C 2.40 -4.03 -1.67
C 1.93 -1.87 -2.96
C 3.48 -1.85 -1.02
C -0.75 -3.03 -0.96
C -0.78 -4.42 -0.31
C -2.01 -2.25 -0.55
C -0.81 -3.19 -2.49
H 0.22 -2.09 3.26
H -0.76 -2.98 2.06
H -0.55 -1.20 1.93
H 2.18 -1.10 2.91
H 3.19 -1.28 1.43
H 1.78 -0.19 1.42
H 1.28 -4.50 1.31
H 2.89 -3.73 1.23
H 1.99 -3.75 2.73
H 1.55 -4.55 -2.13
H 3.26 -4.20 -2.32
H 2.61 -4.51 -0.71
H 1.42 -0.90 -2.81
H 2.91 -1.70 -3.44
H 1.37 -2.54 -3.62
H 3.32 -0.78 -0.83
H 3.88 -2.35 -0.13
H 4.26 -1.93 -1.79
H -0.90 -4.40 0.78
H -1.65 -4.98 -0.68
H 0.09 -5.03 -0.55
H -1.91 -1.22 -0.91
H -2.89 -2.71 -1.02
H -2.14 -2.23 0.54
H -0.73 -2.21 -2.97
H -0.06 -3.90 -2.88
H -1.81 -3.60 -2.74
*
```